Arrangement A

16
Properties=species:S:1:pos:R:3:lowdin_charge:R:1 method="wB97M-V/def2-TZVPD" charge=-1 s2=0.753 multiplicity=2
C -1.279 -1.960 0.251 -0.37
C -2.044 -2.519 1.476 -0.12
C 0.166 -1.671 0.482 -0.60
S 0.661 0.079 0.126 0.08
S 0.244 0.275 -1.839 -0.14
H -1.833 -1.085 -0.135 0.08
H -1.318 -2.604 -0.634 0.09
H -1.604 -2.052 2.381 0.06
H -2.977 -1.993 1.708 0.06
H -1.870 -3.571 1.650 0.06
H 0.850 -2.371 -0.037 0.07
H 0.432 -1.477 1.546 0.03
H -1.054 0.138 -2.274 -0.28
H 1.870 4.239 1.627 0.04
H 0.724 4.318 0.501 0.03
O 1.457 4.773 0.926 -0.08



Arrangement B

16
Properties=species:S:1:pos:R:3:lowdin_charge:R:1 method="wB97M-V/def2-TZVPD" charge=-1 s2=0.754 multiplicity=2
C -0.280 1.492 -1.682 -0.37
C 0.787 2.570 -1.517 -0.15
C -0.088 0.380 -0.675 -0.70
S -1.539 -0.736 -0.642 0.21
S -0.445 -2.558 0.429 0.01
H -0.270 1.074 -2.687 0.09
H -1.225 1.987 -1.487 0.08
H 0.815 3.249 -2.376 0.05
H 0.542 3.277 -0.722 0.06
H 1.777 2.151 -1.377 0.06
H 0.075 0.763 0.343 0.06
H 0.773 -0.258 -0.822 0.03
H -0.068 -2.568 1.739 -0.35
H -0.236 -3.173 4.513 0.02
H -0.638 -3.860 3.133 -0.01
O 0.019 -3.792 3.833 -0.09



It turns out arrangement B is the most stable, with the second structure 160.3 kJ/mol higher.



Arrangement A

15
Properties=species:S:1:pos:R:3:lowdin_charge:R:1 method="wB97M-V/def2-TZVPD" charge=+1
C -1.281 2.981 -0.960 0.00
N -1.307 1.486 -0.778 0.09
H -1.465 3.434 0.014 0.10
H -2.101 3.244 -1.618 0.10
H -0.306 3.280 -1.309 0.10
H -0.938 1.130 0.119 0.04
H -2.264 1.152 -0.897 0.16
H -0.818 1.029 -1.560 0.09
C 1.469 -0.576 1.877 -0.44
S -0.057 -0.894 0.941 0.43
S 0.741 -1.079 -0.985 0.39
H 2.241 -1.211 1.465 0.03
H 1.761 0.463 1.763 0.03
H 1.366 -0.820 2.926 0.04
H 0.202 -2.289 -1.150 -0.17



Arrangement B

15
Properties=species:S:1:pos:R:3:lowdin_charge:R:1 method="wB97M-V/def2-TZVPD" charge=+1
C 1.769 2.049 -0.282 0.01
N 1.804 0.542 -0.180 0.12
H 1.192 2.420 0.551 0.10
H 2.787 2.419 -0.245 0.10
H 1.332 2.279 -1.243 0.10
H 0.830 0.185 -0.195 -0.01
H 2.195 0.211 0.702 0.16
H 2.350 0.138 -0.940 0.17
C -2.367 -2.239 -0.273 -0.44
S -1.361 -0.746 -0.412 0.41
S -0.928 -0.307 1.565 0.36
H -2.958 -2.206 0.629 0.03
H -1.750 -3.129 -0.322 0.04
H -3.039 -2.249 -1.126 0.04
H -1.856 0.633 1.773 -0.17



It turns out arrangement B is the most stable, with the second structure 10.0 kJ/mol higher.



Arrangement A

Density functional theory data (ωB97M-V/def2-TZVPD) for a 2-piece molecular cluster, C10H8O2 overall.

Structure (XYZ):
```
20
Properties=species:S:1:pos:R:3:lowdin_charge:R:1
C -2.161 0.286 0.137 -0.31
C -2.101 -1.076 0.188 -0.04
C -0.932 -1.835 0.026 -0.03
C 0.253 -1.146 0.000 -0.20
C 1.529 -1.821 -0.143 -0.02
C 2.640 -0.987 -0.033 -0.10
C 2.710 0.428 -0.050 -0.04
C 1.490 0.997 -0.086 -0.26
C 0.259 0.288 -0.059 -0.11
C -0.963 0.939 -0.071 0.05
H -4.085 0.234 -0.708 0.20
H -3.168 -1.536 0.319 0.15
H -0.943 -2.941 0.137 0.13
H 1.481 -2.869 0.291 0.13
H 3.625 -1.420 0.129 0.10
H 3.724 0.827 -0.076 0.12
H 2.018 2.859 1.084 0.33
H -0.979 1.999 -0.007 0.11
O -3.428 0.874 -0.096 -0.05
O 1.177 2.428 0.020 -0.13
```



Arrangement B

Density functional theory data (ωB97M-V/def2-TZVPD) for one molecule with the formula C10H8O2.

Structure (XYZ):
```
20
Properties=species:S:1:pos:R:3:lowdin_charge:R:1
C -0.448 -1.521 3.166 0.13
C 0.008 -0.776 2.293 -0.09
C 0.700 -0.107 1.207 -0.19
C 2.017 0.212 1.506 -0.02
C 2.829 0.928 0.534 -0.07
C 2.285 1.269 -0.678 -0.10
C 0.954 0.888 -1.018 0.01
C 0.129 0.105 -0.120 -0.06
C -1.297 -0.083 -0.401 -0.46
O -2.216 0.188 0.368 0.11
O -1.456 -0.531 -1.664 -0.05
C -2.854 -0.663 -2.149 0.00
H -0.854 -1.917 4.093 0.04
H 2.604 -0.086 2.419 0.13
H 3.882 1.035 0.596 0.09
H 2.833 1.843 -1.426 0.10
H 0.467 1.296 -1.983 0.14
H -3.244 -1.534 -1.633 0.09
H -2.848 -0.784 -3.201 0.07
H -3.492 0.238 -1.908 0.11
```



It turns out arrangement B is the most stable, with the second structure 143.3 kJ/mol higher.



Arrangement A

Density functional theory data (ωB97M-V/def2-TZVPD) for one molecule with the formula C7H6N2O2.

Structure (XYZ):
```
17
Properties=species:S:1:pos:R:3:lowdin_charge:R:1
O 3.289 -0.579 0.213 0.15
C 2.162 -0.289 0.088 -0.40
C 1.544 1.055 0.372 -0.08
O 0.514 1.615 -0.471 0.01
C -0.486 0.722 -0.286 -0.30
C -1.656 1.269 0.010 0.02
C -2.824 0.360 0.236 -0.02
C -2.521 -1.055 0.098 -0.13
N -1.247 -1.489 -0.069 0.11
C -0.282 -0.661 -0.161 -0.30
N 1.033 -1.165 -0.313 0.17
H 2.271 1.833 0.311 0.14
H 1.103 0.946 1.343 0.14
H -1.839 2.366 0.134 0.14
H -3.839 0.653 0.575 0.09
H -3.363 -1.732 0.476 0.12
H 1.117 -2.182 -0.240 0.15
```



Arrangement B

Density functional theory data (ωB97M-V/def2-TZVPD) for one molecule with the formula C7H6N2O2.

Structure (XYZ):
```
17
Properties=species:S:1:pos:R:3:lowdin_charge:R:1
O 3.246 -0.802 -0.483 0.08
N 2.384 -0.192 0.105 -0.41
O 2.305 -0.072 1.303 0.10
C 1.339 0.421 -0.716 -0.06
C 0.822 1.743 -0.240 -0.03
C -0.431 1.692 0.222 -0.02
N -0.970 0.422 0.153 -0.08
C -2.110 -0.207 0.550 -0.07
C -1.947 -1.543 0.300 -0.08
C -0.664 -1.749 -0.280 -0.03
C -0.122 -0.512 -0.357 -0.09
H 1.597 0.343 -1.769 0.14
H 1.428 2.630 -0.281 0.11
H -1.022 2.499 0.619 0.13
H -2.944 0.330 0.960 0.12
H -2.660 -2.316 0.508 0.09
H -0.251 -2.686 -0.595 0.10
```



It turns out arrangement A is the most stable, with the second structure 306.0 kJ/mol higher.



Arrangement A

Density functional theory data (ωB97M-V/def2-TZVPD) for one molecule with the formula C5H12OS.

Structure (XYZ):
```
19
Properties=species:S:1:pos:R:3:lowdin_charge:R:1
C 2.488 -0.787 -0.122 -0.42
S 1.242 -2.048 0.263 0.78
C -0.223 -1.385 -0.663 -0.49
C -1.285 -0.743 0.211 -0.27
C -0.842 0.500 0.963 -0.21
C -0.458 1.663 0.061 -0.26
O -1.579 2.068 -0.721 -0.07
H 2.345 0.098 0.489 0.02
H 3.404 -1.303 0.175 0.02
H 2.537 -0.622 -1.194 0.03
H 0.215 -0.837 -1.505 0.07
H -0.612 -2.221 -1.254 0.07
H -2.176 -0.426 -0.343 0.11
H -1.629 -1.553 0.856 0.11
H 0.033 0.276 1.588 0.10
H -1.641 0.770 1.661 0.11
H 0.046 2.453 0.615 0.12
H 0.252 1.298 -0.686 0.10
H -2.117 2.798 -0.395 0.09
```



Arrangement B

Density functional theory data (ωB97M-V/def2-TZVPD) for one molecule with the formula C5H12OS.

Structure (XYZ):
```
19
Properties=species:S:1:pos:R:3:lowdin_charge:R:1
C 0.627 1.199 -2.531 -0.38
S 1.347 1.156 -0.826 0.79
C 1.111 -0.614 -0.407 -0.50
C 0.827 -0.937 1.090 -0.24
C -0.189 0.025 1.700 -0.24
C -1.531 0.247 1.021 -0.27
O -2.365 -0.905 1.174 -0.07
H -0.190 1.905 -2.426 0.02
H 1.338 1.575 -3.263 0.02
H 0.326 0.197 -2.812 0.03
H 0.342 -1.086 -1.033 0.07
H 2.022 -1.106 -0.753 0.06
H 0.411 -1.936 1.203 0.11
H 1.817 -0.757 1.507 0.10
H 0.291 1.014 1.717 0.08
H -0.356 -0.165 2.763 0.11
H -2.011 1.081 1.539 0.12
H -1.466 0.542 -0.028 0.10
H -2.350 -1.436 0.365 0.08
```



It turns out arrangement A is the most stable, with the second structure 20.8 kJ/mol higher.



Arrangement A

Density functional theory data (ωB97M-V/def2-TZVPD) for one molecule with the formula C5H10FNO.

Structure (XYZ):
```
18
Properties=species:S:1:pos:R:3:lowdin_charge:R:1
C 1.974 -0.659 -0.476 -0.03
C 0.978 -0.345 0.757 -0.30
O 1.017 1.092 1.091 -0.07
C -0.413 -0.668 0.383 -0.42
F -0.538 -1.985 -0.118 -0.02
C -1.794 -0.272 0.882 0.03
C -1.180 0.258 -0.538 -0.28
N -0.615 1.484 -0.610 0.03
H 3.177 -0.288 -0.538 0.14
H 1.453 -0.008 -1.214 0.05
H 1.870 -1.780 -0.682 0.08
H 1.292 -0.908 1.524 0.09
H 0.496 1.551 0.410 -0.02
H -2.566 -1.138 0.499 0.15
H -2.008 0.104 1.999 0.15
H -1.642 -0.301 -1.333 0.14
H -1.145 2.333 -0.415 0.13
H -0.356 1.530 -1.621 0.14
```



Arrangement B

Density functional theory data (ωB97M-V/def2-TZVPD) for one molecule with the formula C5H10FNO.

Structure (XYZ):
```
18
Properties=species:S:1:pos:R:3:lowdin_charge:R:1
C -2.132 -0.700 0.084 -0.12
C -0.870 -0.569 -0.592 -0.52
N 0.312 -0.958 0.086 0.00
C 0.631 0.600 0.534 -0.11
C 2.240 0.573 0.440 -0.20
O 2.680 0.073 -0.849 -0.14
C -0.566 0.996 -0.523 -0.23
F -1.620 1.770 -0.160 -0.01
H -2.875 0.120 -0.528 0.15
H -1.794 -0.558 1.217 0.11
H -2.781 -1.772 -0.073 0.14
H -1.054 -1.030 -1.586 0.14
H -0.269 -1.410 1.035 0.16
H 0.298 0.841 1.600 0.14
H 2.504 1.697 0.393 0.14
H 2.723 -0.122 1.111 0.11
H 2.634 -0.929 -0.761 0.10
H -0.059 1.378 -1.427 0.14
```



It turns out arrangement A is the most stable, with the second structure 82.8 kJ/mol higher.



Arrangement A

54
Properties=species:S:1:pos:R:3:lowdin_charge:R:1 method="wB97M-V/def2-TZVPD" charge=-2 s2=0.816 multiplicity=2
Co 0.047 0.088 -0.719 0.47
Cl -2.877 6.035 1.046 0.58
C -1.730 4.711 0.964 -0.69
C -1.767 3.872 -0.138 -0.05
C -0.879 2.801 -0.269 -0.20
N -0.949 1.841 -1.289 0.06
C -1.527 2.118 -2.458 -0.46
O -1.868 3.223 -2.921 -0.03
C -1.758 0.921 -3.389 -0.19
C -1.949 1.165 -4.746 -0.02
C -2.152 0.092 -5.600 -0.09
C -2.171 -1.193 -5.076 -0.08
C -1.991 -1.340 -3.711 -0.15
N -1.798 -0.312 -2.887 0.11
C 0.092 2.587 0.755 -0.19
C 0.107 3.450 1.855 -0.06
C -0.794 4.498 1.964 -0.69
Cl -0.704 5.536 3.374 0.58
N 0.892 1.439 0.635 0.06
C 2.032 1.311 1.318 -0.47
O 2.663 2.171 1.961 -0.03
C 2.614 -0.104 1.353 -0.18
C 3.818 -0.317 2.014 -0.02
C 4.320 -1.608 2.088 -0.09
C 3.609 -2.645 1.500 -0.07
C 2.418 -2.339 0.859 -0.13
N 1.933 -1.102 0.798 0.12
H -2.490 4.053 -0.919 0.09
H -1.927 2.191 -5.089 0.10
H -2.281 0.254 -6.663 0.09
H -2.308 -2.063 -5.707 0.09
H -1.982 -2.328 -3.255 0.09
H 0.846 3.305 2.627 0.09
H 4.318 0.538 2.453 0.10
H 5.258 -1.802 2.596 0.09
H 3.968 -3.668 1.527 0.09
H 1.830 -3.114 0.371 0.10
Cl -1.527 -3.462 -0.050 0.66
C -0.866 -2.726 1.397 -0.61
C -0.290 -3.572 2.338 -0.15
C 0.280 -3.048 3.487 -0.13
C 0.254 -1.668 3.674 -0.10
C -0.328 -0.844 2.728 -0.06
C -0.906 -1.334 1.544 -0.32
C -1.440 -0.413 0.538 -0.16
H -0.283 -4.640 2.152 0.09
H 0.736 -3.704 4.219 0.08
H 0.708 -1.232 4.557 0.09
H -0.324 0.234 2.867 0.11
H -1.730 0.549 0.960 0.06
H -2.203 -0.822 -0.116 0.03
Se 1.234 -3.977 -3.111 0.31
C 0.991 -2.336 -2.425 -0.97
N 0.835 -1.271 -1.981 0.01



Arrangement B

54
Properties=species:S:1:pos:R:3:lowdin_charge:R:1 method="wB97M-V/def2-TZVPD" charge=-2 s2=0.759 multiplicity=2
Co -0.421 -1.035 -0.332 0.45
Cl -4.724 -0.112 4.731 0.60
C -3.301 -0.530 3.820 -0.69
C -3.164 -0.027 2.533 -0.04
C -2.060 -0.394 1.771 -0.16
N -1.786 -0.040 0.462 0.04
C -2.490 0.829 -0.275 -0.45
O -3.457 1.516 0.064 0.02
C -1.930 0.899 -1.655 -0.16
C -2.483 1.755 -2.596 0.00
C -1.930 1.840 -3.856 -0.06
C -0.837 1.028 -4.139 -0.05
C -0.358 0.189 -3.156 -0.11
N -0.863 0.116 -1.927 0.06
C -1.075 -1.263 2.322 -0.16
C -1.207 -1.718 3.630 -0.04
C -2.328 -1.355 4.365 -0.69
Cl -2.498 -1.976 5.985 0.60
N -0.087 -1.595 1.412 0.04
C 0.997 -2.340 1.674 -0.44
O 1.399 -2.753 2.765 0.02
C 1.692 -2.665 0.399 -0.14
C 2.757 -3.551 0.368 0.00
C 3.302 -3.926 -0.842 -0.06
C 2.735 -3.409 -2.001 -0.06
C 1.681 -2.524 -1.886 -0.10
N 1.172 -2.123 -0.724 0.06
H -3.902 0.635 2.109 0.09
H -3.338 2.341 -2.289 0.11
H -2.324 2.513 -4.607 0.10
H -0.357 1.046 -5.108 0.10
H 0.492 -0.441 -3.372 0.09
H -0.447 -2.352 4.056 0.09
H 3.123 -3.926 1.314 0.11
H 4.134 -4.616 -0.896 0.10
H 3.088 -3.701 -2.980 0.10
H 1.208 -2.135 -2.775 0.09
Cl 4.124 1.887 1.695 0.58
C 2.783 2.894 1.199 -0.64
C 2.707 4.165 1.724 -0.19
C 1.654 5.011 1.385 -0.18
C 0.675 4.533 0.507 -0.16
C 0.759 3.276 -0.037 -0.08
C 1.833 2.368 0.263 -0.38
C 1.937 1.125 -0.340 -0.09
H 3.485 4.500 2.401 0.08
H 1.596 6.008 1.806 0.06
H -0.170 5.169 0.258 0.08
H -0.018 2.922 -0.707 0.09
H 2.735 0.437 -0.099 -0.02
H 1.279 0.871 -1.152 -0.02
Se -2.375 -3.819 -3.752 0.33
C -1.874 -3.031 -2.254 -0.99
N -1.541 -2.516 -1.264 0.03



It turns out arrangement B is the most stable, with the second structure 48.7 kJ/mol higher.



Arrangement A

Density functional theory data (ωB97M-V/def2-TZVPD) for one molecule with the formula C3H8O3S.

Structure (XYZ):
```
15
Properties=species:S:1:pos:R:3:lowdin_charge:R:1
O -2.105 0.676 -0.626 0.05
C -1.080 -0.191 -0.360 -0.75
O -0.636 -0.798 -1.532 0.05
O -1.514 -1.161 0.523 0.06
C 0.115 0.711 0.222 -0.16
C 1.388 -0.184 0.432 -0.56
S 2.945 0.845 0.394 0.67
H -2.817 0.114 -1.071 0.15
H -0.959 -1.685 -1.396 0.10
H -0.707 -1.344 1.070 0.12
H 0.358 1.522 -0.474 0.10
H -0.059 1.166 1.304 0.16
H 1.432 -1.117 -0.337 0.13
H 1.210 -0.635 1.386 0.03
H 2.428 2.081 0.465 -0.16
```



Arrangement B

Density functional theory data (ωB97M-V/def2-TZVPD) for a 2-piece molecular cluster, C3H8O3S overall.

Structure (XYZ):
```
15
Properties=species:S:1:pos:R:3:lowdin_charge:R:1
O -1.366 0.918 -3.032 0.12
C -1.484 0.772 -1.852 -0.53
O -1.840 1.812 -1.032 0.09
C -1.052 -0.447 -1.068 -0.20
C 0.369 -0.287 -0.547 -0.53
S 0.874 -1.845 0.249 0.72
H -2.242 2.400 -1.695 0.12
H -1.727 -0.549 -0.218 0.12
H -1.177 -1.293 -1.742 0.12
H 0.418 0.476 0.222 0.08
H 1.052 -0.123 -1.378 0.08
H 1.442 -1.524 1.409 -0.19
O 2.334 -0.040 3.167 -0.07
H 2.691 -0.696 3.780 0.04
H 1.709 0.425 3.736 0.04
```



It turns out arrangement B is the most stable, with the second structure 90.9 kJ/mol higher.